(1)
Molecular formula: C63H84Ge2O2P3PdS
Method: DFT, ωB97M-V/def2-TZVPD

The geometry in XYZ format:
```
156
Properties=species:S:1:pos:R:3:lowdin_charge:R:1
Pd 0.023 -0.073 1.118 0.353
Ge 0.710 -2.316 0.278 0.959
Ge -0.896 -3.948 -1.142 0.841
S -1.857 -2.386 3.431 0.965
P -0.846 1.919 2.296 1.039
P 1.939 0.347 2.482 0.997
P -0.746 1.663 -2.152 0.840
O -1.540 -1.767 2.070 -0.673
O -0.163 1.028 -0.885 -0.442
C 1.548 -4.203 4.010 -0.082
C -3.661 -2.363 3.615 -0.303
C 2.907 -1.262 4.550 -0.124
C 3.666 2.497 2.025 -0.081
C 2.911 1.475 1.443 -0.369
C -0.567 1.028 -4.995 -0.188
C -2.503 -3.862 -0.059 -0.225
C -4.521 0.706 4.770 -0.075
C -3.186 -4.733 3.641 -0.205
C 3.915 1.978 -0.693 -0.079
C 1.941 0.030 -4.664 -0.182
C -2.138 1.056 4.675 -0.083
C -0.111 3.346 -2.393 -0.325
C 1.907 4.838 -2.348 -0.164
C -2.864 5.499 2.242 -0.051
C 2.391 -2.607 -0.719 -0.357
C -3.373 2.880 -2.570 -0.164
C -3.999 2.330 -3.851 -0.184
C 1.370 1.363 3.896 -0.374
C 1.368 3.465 -1.949 -0.202
C 4.496 -0.755 2.812 -0.094
C -0.262 -0.134 -5.949 -0.158
C 3.206 -0.649 3.329 -0.350
C -2.521 1.859 -1.791 -0.330
C 1.996 4.959 -3.885 -0.167
C -2.489 4.202 2.572 -0.063
C 2.507 -2.957 -2.067 -0.136
C -4.192 -3.707 3.126 -0.212
C 4.910 -2.913 -1.905 -0.061
C -0.313 0.591 -3.545 -0.305
C 3.888 -1.946 5.251 -0.065
C 1.811 -5.514 3.635 -0.055
C -2.272 6.154 1.167 -0.052
C 5.173 -2.045 4.729 -0.050
C -3.291 0.772 5.406 -0.062
C 5.473 -1.452 3.511 -0.052
C -1.507 3.554 1.817 -0.339
C 3.560 -2.437 0.032 -0.118
C 1.720 -5.880 2.295 -0.050
C 1.078 -3.610 1.709 -0.363
C 1.150 -0.737 -5.726 -0.169
C -4.598 0.876 3.391 -0.082
C 0.996 4.027 -4.590 -0.190
C 0.444 2.473 3.461 -0.366
C 4.810 -2.582 -0.556 -0.057
C 1.374 -4.929 1.343 -0.120
C -0.902 4.225 0.761 -0.108
C -2.215 1.270 3.305 -0.384
C -3.450 1.140 2.661 -0.116
C 3.759 -3.111 -2.657 -0.070
C 4.660 2.992 -0.108 -0.057
C -0.251 -5.742 -1.381 -0.214
C -1.283 5.518 0.430 -0.059
C 4.519 3.265 1.249 -0.052
C 3.021 1.239 0.074 -0.113
C -3.225 0.491 -1.649 -0.187
C -1.284 -3.083 -2.811 -0.210
C -0.317 3.958 -3.812 -0.167
C 1.169 -3.267 3.053 -0.182
C 1.176 0.148 -3.342 -0.166
C -4.758 1.032 -3.579 -0.184
C -3.824 -0.014 -2.967 -0.197
C -1.811 -4.196 3.242 -0.302
H -0.701 4.976 -3.697 0.126
H 5.708 -2.457 0.041 0.110
H -4.045 0.603 -0.929 0.116
H -3.999 -1.492 3.058 0.071
H -5.581 1.231 -2.883 0.120
H -2.797 3.785 -2.782 0.098
H 1.621 -3.129 -2.669 0.067
H 1.977 2.695 -2.432 0.085
H 2.191 1.028 -5.039 0.105
H 3.499 -2.214 1.087 0.071
H -3.223 2.140 -4.595 0.085
H 3.007 4.718 -4.219 0.112
H -1.600 1.335 -5.135 0.087
H 0.770 -5.775 -1.763 0.036
H -3.517 1.296 1.589 0.106
H -5.420 0.519 5.345 0.119
H 0.058 1.881 -5.255 0.083
H -0.804 6.032 -0.398 0.108
H -1.028 -0.907 -5.818 0.108
H 3.835 -3.388 -3.703 0.112
H 1.471 3.286 -0.885 0.084
H -1.191 1.150 5.199 0.099
H 2.892 -0.473 -4.475 0.110
H 1.426 3.025 -4.676 0.081
H 1.070 -1.782 -5.420 0.099
H 3.651 -2.402 6.206 0.115
H 2.886 5.006 -1.897 0.106
H -3.259 -4.806 4.730 0.121
H 1.002 3.233 2.912 0.087
H 1.942 -6.898 1.994 0.115
H -4.225 -3.719 2.035 0.097
H -5.202 0.652 -4.501 0.117
H -1.916 -3.778 -3.377 0.054
H -3.622 6.000 2.833 0.116
H -0.405 -2.842 -3.400 0.007
H -3.349 -5.733 3.235 0.124
H 1.704 0.836 -2.681 0.069
H -2.961 3.714 3.416 0.110
H -1.853 -2.184 -2.598 0.000
H -0.111 3.734 0.213 0.072
H -3.859 -2.211 4.679 0.098
H -2.568 -4.721 0.610 0.026
H -0.360 0.222 -6.975 0.114
H -0.927 -6.179 -2.123 0.048
H -1.583 -4.349 2.189 0.055
H -0.035 2.974 4.303 0.104
H -3.030 -0.235 -3.692 0.095
H 5.885 -3.035 -2.364 0.113
H 2.252 1.750 4.403 0.095
H 5.940 -2.582 5.276 0.116
H 3.610 2.686 3.092 0.109
H -2.527 -2.938 0.518 -0.003
H -0.316 -6.299 -0.448 0.029
H -3.352 -3.884 -0.754 0.050
H 1.806 5.992 -4.185 0.114
H -5.558 0.818 2.889 0.120
H -4.186 3.186 -1.901 0.126
H -1.078 3.416 -4.376 0.087
H -4.363 -0.947 -2.786 0.113
H -2.578 7.163 0.911 0.117
H 1.709 -0.742 -6.662 0.112
H -2.534 -0.241 -1.220 0.087
H 1.634 -3.913 5.051 0.111
H -0.986 -4.587 3.838 0.080
H 0.811 4.376 -5.606 0.124
H 1.241 5.609 -1.944 0.108
H -5.203 -3.890 3.492 0.124
H 1.363 -5.218 0.296 0.061
H 4.028 1.757 -1.749 0.114
H 6.477 -1.519 3.107 0.115
H 0.879 0.683 4.592 0.069
H -3.226 0.633 6.479 0.116
H -2.378 2.269 -0.786 0.095
H 1.191 -0.807 -2.824 0.079
H 5.090 4.065 1.706 0.115
H 1.906 -1.203 4.969 0.103
H 4.748 -0.284 1.868 0.106
H -0.958 -0.259 -3.357 0.076
H 2.090 -6.250 4.382 0.116
H 2.415 0.482 -0.397 0.068
H -0.736 3.914 -1.700 0.078
H -4.663 3.082 -4.279 0.121
H 0.925 -2.263 3.357 0.042
H 5.354 3.571 -0.707 0.116
```

Calculated values
HOMO-LUMO gap (alpha / beta) (eV): 6.75 / 4.90
Total charge: +2
HOMO (alpha / beta) (hartree): -0.4628 / -0.4660
Energy above the lowest of the compared OMol25 structures with the same formula, charge and spin (eV): 0.000
Max |F| (hartree/bohr): 0.0289
Multiplicity: 2

=====

(2)
Molecular formula: C64H128AsBrCuF6O29
Method: DFT, ωB97M-V/def2-TZVPD

The geometry in XYZ format:
```
230
Properties=species:S:1:pos:R:3:lowdin_charge:R:1
Br 3.199 5.283 -2.812 0.315
As -0.442 1.264 0.420 0.715
Cu 1.527 3.899 -1.638 0.411
F -1.124 -0.129 1.141 -0.226
F -0.447 0.490 -1.110 -0.208
F 1.137 0.738 0.636 -0.202
F -0.189 1.969 2.057 -0.243
F -2.037 1.922 0.318 -0.214
F 0.164 2.694 -0.293 -0.209
O -3.652 -4.275 4.694 -0.136
O 1.098 -4.210 1.546 -0.147
O -0.866 4.775 2.529 0.082
O -5.162 2.072 -1.708 -0.035
O -2.285 -1.641 -6.243 0.004
O 6.297 -7.071 5.542 0.109
O 7.187 -5.019 5.155 -0.017
O 4.933 -4.683 -1.963 -0.051
O 4.395 0.962 -5.631 0.001
O -3.029 -1.761 -4.184 0.075
O 0.534 -3.199 -2.385 0.072
O 0.230 3.830 -3.039 -0.246
O 2.620 3.682 -0.007 -0.011
O 2.317 1.967 -2.528 0.025
O -6.641 -0.113 2.139 0.106
O -0.968 -0.556 8.372 0.081
O 0.431 5.530 -0.727 0.047
O -3.900 3.539 -2.876 0.114
O -1.211 -4.281 -3.330 -0.005
O 5.688 -3.458 -0.176 0.073
O -1.011 6.958 0.188 -0.010
O 2.378 1.939 -5.929 0.027
O -1.053 -1.004 6.237 -0.001
O 4.255 0.796 -2.203 0.008
O -0.422 3.552 4.367 -0.050
O -5.810 1.399 3.507 -0.041
O -6.596 -2.366 -2.270 -0.012
O -7.333 -0.640 -3.478 0.122
O 3.722 3.752 1.922 0.040
C 1.616 -4.327 2.824 -0.240
C -1.222 3.933 3.332 -0.532
C 4.694 -1.338 -5.134 -0.056
C -0.715 5.877 -0.554 -0.531
C 1.252 -2.885 1.120 -0.184
C -1.964 5.232 -0.911 0.022
C -0.863 -5.727 -5.315 -0.034
C 3.362 -5.465 -0.208 -0.036
C -0.668 8.509 2.039 -0.055
C 2.954 0.926 -2.424 -0.477
C -8.796 -2.490 -2.969 0.023
C 1.541 3.804 5.690 -0.025
C -4.769 1.157 1.319 0.034
C -1.936 -3.291 3.402 -0.154
C -0.976 3.327 -5.064 -0.111
C -1.730 -2.714 -1.589 0.047
C 4.318 1.458 1.500 -0.023
C -2.202 -2.531 7.689 0.033
C 6.869 -3.623 3.247 -0.059
C 3.784 5.652 0.635 0.017
C 3.743 -0.311 -5.719 -0.225
C 7.761 -6.057 7.203 0.026
C -2.558 3.308 3.568 0.029
C -0.622 4.859 -5.057 -0.090
C -0.931 -1.548 -5.918 -0.203
C -3.235 -2.546 3.186 -0.152
C -0.647 -3.418 -2.471 -0.511
C 7.002 -6.149 5.836 -0.539
C -4.236 -3.554 3.622 -0.225
C -0.155 5.101 -3.604 -0.205
C -0.226 -4.987 -4.076 -0.207
C 0.007 2.780 -4.067 -0.136
C -3.296 1.279 -2.925 0.043
C -6.134 3.096 -1.281 -0.197
C 0.038 7.573 1.057 -0.179
C 4.402 3.340 -5.502 0.000
C -4.605 -2.213 -5.920 0.044
C 3.575 -4.594 -1.480 -0.184
C 5.892 -3.975 -1.267 -0.482
C -0.505 -0.052 -6.060 -0.012
C 6.653 -4.966 3.835 -0.250
C 0.979 4.039 4.286 -0.149
C -7.511 -1.701 -2.996 -0.570
C 0.379 0.024 4.612 -0.040
C -0.054 0.015 6.099 -0.203
C -7.529 2.694 -1.685 -0.073
C -6.663 2.095 5.507 -0.071
C -6.825 0.998 4.443 -0.207
C 3.319 2.386 2.253 -0.153
C 7.218 -4.035 -2.030 0.017
C 2.836 -3.395 2.928 -0.139
C -5.441 -1.720 -1.745 -0.228
C 6.382 1.710 -1.632 -0.047
C 3.305 4.282 0.821 -0.526
C -5.814 0.700 2.361 -0.539
C -3.258 -1.838 -5.366 -0.523
C -4.123 2.462 -2.476 -0.554
C -4.997 -2.214 -0.384 -0.066
C -2.307 -4.489 4.296 -0.187
C 4.998 2.119 -2.120 -0.147
C 2.659 -2.467 1.696 -0.140
C 3.624 2.028 -5.760 -0.452
C -1.393 -1.269 7.484 -0.546
C 2.207 -0.401 -2.587 0.045
H 7.338 -6.845 7.829 0.080
H -2.572 -3.406 -1.517 0.082
H -1.851 4.361 -1.561 0.076
H -7.137 1.672 6.391 0.070
H 4.283 -2.353 -5.230 0.087
H 0.901 4.988 3.893 0.086
H 4.451 2.688 -1.365 0.078
H -1.339 -6.653 -5.051 0.063
H 1.238 -2.915 0.025 0.099
H 1.472 3.397 3.585 0.076
H -3.288 0.526 -2.143 0.078
H -7.802 1.734 -1.191 0.089
H 6.848 1.109 -2.397 0.077
H -5.768 4.003 -1.778 0.115
H -5.344 -2.174 -5.080 0.087
H 7.118 -4.127 -3.179 0.116
H -0.993 5.517 -3.088 0.090
H 0.570 -4.293 -4.423 0.119
H 0.119 8.957 2.652 0.080
H -7.859 0.959 4.000 0.136
H -2.733 3.256 4.665 0.104
H -0.331 0.674 4.027 0.070
H 0.971 2.515 -4.396 0.072
H 8.845 -6.121 7.121 0.080
H 2.570 3.646 5.672 0.050
H -2.571 2.326 3.153 0.057
H 4.176 3.852 -4.534 -0.044
H 3.391 2.254 3.339 0.124
H -5.168 -3.080 3.984 0.127
H 5.311 1.587 1.994 0.092
H -1.378 -3.664 2.581 0.082
H 1.941 -5.367 2.927 0.124
H -7.575 2.641 -2.824 0.104
H -6.109 3.102 -0.168 0.109
H -1.280 -2.512 -0.638 0.064
H 1.339 4.609 6.360 0.070
H -2.927 -2.824 6.903 0.084
H 2.321 2.207 1.897 0.075
H -3.425 -2.239 2.138 0.109
H 4.457 1.701 0.428 0.052
H 2.769 -0.294 -5.228 0.083
H 6.500 -3.648 2.231 0.060
H -2.316 4.915 0.094 0.113
H -4.586 -3.174 -6.439 0.091
H 7.029 2.492 -1.271 0.079
H -4.041 -1.736 -0.148 0.065
H 6.235 1.099 -0.742 0.067
H 2.730 -1.084 -3.235 0.059
H 2.250 -0.844 -1.586 0.091
H -3.346 3.957 3.143 0.101
H 0.499 -2.163 1.529 0.111
H -0.932 2.950 -6.079 0.113
H -7.279 3.014 5.313 0.092
H 4.849 -1.079 -4.065 0.078
H 7.663 -3.106 -1.758 0.061
H 4.408 6.078 1.488 0.123
H -1.362 5.623 -5.142 0.103
H 0.735 8.098 0.433 0.111
H -1.684 -4.547 5.161 0.102
H -1.068 0.561 -5.359 0.052
H -5.676 2.390 5.687 0.046
H 0.257 5.122 -5.678 0.124
H 4.039 0.394 1.635 0.076
H 3.516 -4.902 0.715 0.044
H 2.868 6.269 0.525 0.093
H 7.832 -4.842 -1.580 0.096
H -3.709 0.991 1.668 0.077
H -9.466 -1.926 -2.317 0.093
H 7.182 -5.764 3.255 0.146
H -3.252 -1.687 3.806 0.100
H -6.489 -0.040 4.821 0.148
H -4.642 -1.750 -2.494 0.097
H 1.037 2.898 6.038 0.073
H 5.015 2.567 -3.105 0.085
H 0.965 -4.085 3.673 0.108
H -9.228 -2.502 -3.978 0.090
H -5.773 -2.099 0.365 0.070
H 1.165 -0.223 -2.839 0.079
H -8.726 -3.501 -2.603 0.077
H -2.242 -5.409 3.719 0.118
H 3.686 -4.122 2.690 0.099
H 0.503 -0.947 4.096 0.064
H 5.590 -1.380 -5.709 0.067
H -1.155 -2.665 3.846 0.088
H -1.988 3.124 -4.751 0.091
H -5.673 -0.650 -1.718 0.104
H 4.122 -6.294 -0.210 0.103
H -0.901 0.186 -7.038 0.080
H 0.589 0.157 -5.856 0.081
H 3.046 -2.862 3.867 0.111
H -1.502 -3.367 7.726 0.092
H 3.446 -0.505 -6.780 0.143
H 0.266 -5.664 -3.409 0.109
H 0.710 5.763 -3.539 0.051
H -0.079 -6.027 -6.000 0.069
H -1.941 -1.829 -2.182 0.062
H 5.454 3.182 -5.627 0.077
H -1.427 7.908 2.610 0.099
H -4.932 -1.370 -6.589 0.110
H -2.685 6.058 -1.196 0.136
H -0.336 0.983 6.468 0.108
H 5.636 -5.212 3.950 0.097
H 0.631 6.794 1.538 0.100
H -1.115 9.318 1.520 0.058
H -4.888 -3.312 -0.504 0.088
H 0.742 -0.265 6.743 0.107
H 7.444 -5.096 7.583 0.072
H -2.704 -2.366 8.632 0.082
H 3.357 -3.569 -1.298 0.090
H 1.370 0.526 4.542 0.074
H -1.522 -5.066 -5.830 0.055
H -4.837 2.175 1.109 0.041
H 2.647 -1.423 2.024 0.079
H -3.750 0.893 -3.841 0.103
H 7.931 -3.366 3.411 0.094
H -0.429 -2.144 -6.630 0.111
H -2.308 1.668 -3.073 0.047
H 3.424 -2.513 0.925 0.080
H 2.376 -5.860 -0.258 0.062
H 6.287 -2.949 3.868 0.079
H -0.689 -1.936 -4.978 0.087
H -4.872 0.423 0.486 0.081
H 4.082 4.031 -6.230 0.067
H -4.574 -4.243 2.833 0.125
H 3.017 -5.051 -2.316 0.122
H 4.335 5.678 -0.303 0.037
H -0.441 1.913 -3.592 0.095
H -8.270 3.476 -1.496 0.073
```

Calculated values
HOMO-LUMO gap (alpha / beta) (eV): 9.59 / 7.83
Total charge: 0
HOMO (alpha / beta) (hartree): -0.3367 / -0.3348
Max |F| (hartree/bohr): 0.0758
Multiplicity: 2

=====

no.,electronic energy (eV)
1,-225992.2550
2,-319652.5114